# 1
Below is a structure of composition C25H41CeF5P2 in a non-equilibrium geometry, with properties calculated with ωB97M-V with the def2-TZVPD basis set.

HOMO level (spin up / spin down): -7.81 / -7.83 eV
Total charge: +1
Frontier orbital gap (spin up / spin down): 4.323 / 4.365 eV
Total energy: -2633.868752 a.u.
2S+1: 2
Relative energy (zero: lowest compared OMol25 entry of this formula, charge and spin): 90.6 kcal/mol

```
74
Properties=species:S:1:pos:R:3:lowdin_charge:R:1
Ce 1.2171 -0.6478 2.1071 1.485
C -0.9198 -0.9009 3.1772 -0.320
C -0.6587 -2.1169 2.4351 -0.312
C 0.9399 -1.9302 4.1409 -0.326
C 0.0433 -0.8208 4.2460 -0.310
C 0.5137 -2.7334 3.0237 -0.349
C -2.0278 0.0800 3.0275 0.005
H -2.5711 -0.0546 2.0789 0.064
H -1.6492 1.1146 3.0424 0.101
H -2.7320 -0.0428 3.8722 0.117
C -0.0302 0.1363 5.3832 0.012
H -1.0592 0.5020 5.4907 0.101
H 0.6173 1.0033 5.2452 0.069
H 0.2774 -0.3453 6.3148 0.096
C 2.0789 -2.1654 5.0773 0.013
H 1.7384 -1.9695 6.1009 0.100
H 2.9317 -1.4911 4.8954 0.099
H 2.4360 -3.1981 4.9900 0.090
C 1.2108 -3.9533 2.5299 0.002
H 1.7068 -4.4666 3.3649 0.097
H 1.9947 -3.7069 1.7874 0.096
H 0.5014 -4.6385 2.0510 0.096
C -1.4217 -2.6275 1.2579 0.005
H -1.3327 -3.7239 1.2237 0.098
H -1.0382 -2.2256 0.2991 0.081
H -2.4731 -2.3522 1.3477 0.096
C -1.9460 2.4946 -0.3219 -0.101
C -2.8524 1.5658 0.0232 -0.137
C -3.0812 0.2310 -0.6037 -0.184
C -2.5868 0.0325 -2.0695 -0.265
C -1.2940 -0.6168 -2.2827 -0.264
C 0.0234 -0.2074 -1.8197 -0.502
C 0.1235 1.1133 -0.9486 -0.175
C -0.8044 2.3296 -1.2795 -0.259
H -4.1802 0.0571 -0.6061 0.119
H -2.7444 0.9778 -2.6124 0.080
H -2.6777 -0.5918 0.0158 0.073
H -1.1739 2.2901 -2.3431 -0.023
H -1.8264 3.3699 0.3229 0.104
H -3.4881 1.7610 0.8903 0.099
H -0.1816 3.2474 -1.2047 0.118
H -0.0719 0.8044 0.1092 0.068
H 0.3617 -1.0290 -1.1302 0.041
H 1.1754 1.4873 -0.9488 0.104
H -3.3231 -0.6371 -2.5575 0.118
H -1.3287 -1.6008 -2.8147 0.083
P -0.4817 1.6651 -3.9608 0.834
C -0.4823 3.3295 -4.6665 -0.251
C -1.5101 0.5888 -5.0230 -0.245
P 1.4922 -0.4131 -3.0666 0.921
C 1.2495 1.0928 -4.0854 -0.441
C 1.1870 -1.7289 -4.2925 -0.188
C 3.2666 -0.4802 -2.7439 -0.207
H 0.4943 3.7960 -4.4848 0.045
H -1.2499 3.9425 -4.1729 0.050
H -0.6772 3.2748 -5.7418 0.038
H -1.4530 0.9885 -6.0451 0.040
H -2.5550 0.5968 -4.6882 0.044
H -1.1649 -0.4564 -5.0094 0.025
H 3.8054 -0.2626 -3.6857 0.073
H 3.5380 -1.4996 -2.4264 0.053
H 3.5743 0.2481 -1.9759 0.055
H 1.9290 1.9091 -3.7873 0.071
H 1.4623 0.8445 -5.1400 0.059
H 1.9012 -2.5389 -4.0756 0.054
H 1.4122 -1.3530 -5.3020 0.063
H 0.1649 -2.1385 -4.2692 0.047
F 0.5352 2.7000 3.6861 0.030
C 1.3568 2.0233 2.8104 -0.393
F 1.4125 2.7936 1.6599 0.019
C 2.7401 1.8891 3.3983 -0.514
F 3.5453 2.9290 3.1339 0.169
F 2.6820 1.7161 4.7478 0.140
F 3.4087 0.7399 2.8785 0.007
```

---

# 2
Below is a cluster of 8 separate species, C25H41Cl14NP in total in a non-equilibrium geometry, with properties calculated with ωB97M-V with the def2-TZVPD basis set.

HOMO level: -4.07 eV
Total charge: -1
Frontier orbital gap: 5.819 eV
Total energy: -7815.383847 a.u.

```
82
Properties=species:S:1:pos:R:3:lowdin_charge:R:1
C -3.9856 -0.3565 -4.7777 -0.134
C -3.3638 0.8659 -3.8258 -0.183
C -1.8270 0.7200 -3.2591 -0.061
C -0.9647 -0.6397 -3.6619 -0.281
P 0.8240 -0.7220 -2.8931 0.267
C -0.0162 -1.4224 -1.3043 -0.288
C -0.6466 -2.9223 -1.3073 -0.067
C -1.3262 -3.2434 0.1337 -0.243
C -1.2938 -2.1415 1.2992 -0.198
N -0.6892 -0.7815 1.3643 -0.033
C -0.0868 -0.5312 0.0262 -0.139
C -1.5566 -1.8541 -4.6159 -0.089
C -3.1047 -1.6844 -5.1933 -0.105
H -5.1102 -0.1864 -5.1245 0.020
H -3.9596 1.8298 -3.5241 -0.085
H -1.4039 1.6004 -2.5897 0.025
H 0.6748 0.6520 -2.4643 -0.082
H 2.1544 -0.8068 -2.2817 -0.067
H 0.9039 -2.1116 -3.3635 -0.060
H 1.4106 -0.3434 -4.1669 -0.071
H -0.5900 -3.6219 -2.2432 0.087
H -1.8446 -4.2885 0.3200 0.066
H -1.8536 -2.4566 2.3084 0.025
H 0.4361 0.5408 -0.0641 0.089
H -0.9386 -2.8291 -4.9055 0.074
H -3.6390 -2.4710 -5.8931 0.059
Cl 3.0014 -4.7435 -1.4585 0.567
C 3.2248 -5.1527 0.2605 -0.651
C 1.9931 -5.8151 0.8579 -0.639
Cl 0.6236 -4.6846 0.9988 0.671
H 3.4896 -4.2361 0.7966 0.073
H 4.0770 -5.8366 0.3148 0.066
H 2.2153 -6.1698 1.8689 0.065
H 1.6662 -6.6720 0.2609 0.066
Cl -8.1174 1.0505 -6.1834 0.532
C -8.3919 1.7741 -4.5792 -0.666
C -7.2725 2.7218 -4.1776 -0.612
Cl -5.7461 1.8614 -3.8563 0.706
H -8.5114 0.9617 -3.8557 0.070
H -9.3380 2.3204 -4.6363 0.065
H -7.5411 3.2442 -3.2544 0.070
H -7.0829 3.4729 -4.9506 0.070
Cl 1.1346 -3.5257 5.1054 0.529
C 0.3061 -2.0227 5.5817 -0.672
C -1.0961 -2.2825 6.1097 -0.706
Cl -2.2041 -2.8378 4.8300 0.564
H 0.2934 -1.3526 4.7165 0.076
H 0.9164 -1.5587 6.3621 -0.025
H -1.5184 -1.3575 6.5137 -0.062
H -1.0947 -3.0323 6.9067 0.069
Cl 1.4233 3.5349 -1.8589 0.558
C 0.5948 5.0379 -1.3826 -0.752
C -0.8075 4.7781 -0.8546 -0.668
Cl -1.9154 4.2228 -2.1343 0.569
H 0.5821 5.7080 -2.2478 0.062
H 1.2051 5.5019 -0.6022 -0.042
H -1.2298 5.7031 -0.4506 0.045
H -0.8060 4.0283 -0.0576 0.077
Cl 6.8331 -6.5113 -3.9725 0.521
C 6.3125 -5.0236 -3.1430 -0.673
C 7.4511 -4.3615 -2.3830 -0.663
Cl 7.9659 -5.3212 -0.9732 0.517
H 5.4794 -5.2776 -2.4804 0.009
H 5.9380 -4.3453 -3.9153 0.079
H 7.1270 -3.3885 -2.0015 0.075
H 8.3245 -4.2023 -3.0228 0.066
Cl 0.9397 7.5161 0.1200 0.667
C 2.0022 8.9290 0.3366 -0.630
C 3.3660 8.5427 0.8875 -0.661
Cl 3.2744 7.9805 2.5754 0.537
H 1.4906 9.6422 0.9902 0.069
H 2.1174 9.3921 -0.6478 0.075
H 4.0299 9.4125 0.8799 0.071
H 3.8331 7.7530 0.2912 0.074
Cl 1.6973 -0.8011 8.5299 0.601
C 0.8688 0.7019 9.0062 -0.637
C -0.5334 0.4420 9.5342 -0.631
Cl -1.6414 -0.1132 8.2545 0.646
H 0.8561 1.3720 8.1411 0.076
H 1.4791 1.1658 9.7867 0.071
H -0.9557 1.3671 9.9383 0.072
H -0.5320 -0.3078 10.3312 0.072
```

---

# 3
Below is a structure of composition C25H41Cl3O2P2Zr in a non-equilibrium geometry, with properties calculated with ωB97M-V with the def2-TZVPD basis set.

HOMO level: -13.42 eV
Total charge: +2
Frontier orbital gap: 6.638 eV
Total energy: -3237.448178 a.u.
Relative energy (zero: lowest compared OMol25 entry of this formula, charge and spin): 0.0 kcal/mol

```
74
Properties=species:S:1:pos:R:3:lowdin_charge:R:1
Zr 1.6882 -1.1514 0.5325 1.530
C -0.6097 -1.9405 2.5059 -0.245
C -0.3038 -3.0915 1.7363 -0.242
C 1.6894 -2.2802 2.6259 -0.377
C 0.6021 -1.4302 3.0603 -0.250
C 1.1198 -3.2979 1.7736 -0.325
C -1.9451 -1.3226 2.6778 -0.037
H -2.6518 -1.6417 1.8953 0.074
H -1.8700 -0.2260 2.6446 0.076
H -2.3703 -1.6177 3.6485 0.111
C 0.7210 -0.3435 4.0618 -0.043
H -0.1116 0.3748 4.0047 0.077
H 1.6567 0.2149 3.9345 -0.006
H 0.7337 -0.7532 5.0852 0.114
C 3.1027 -2.1463 3.0613 -0.041
H 3.1598 -2.1776 4.1612 0.113
H 3.5443 -1.1816 2.7468 0.041
H 3.7350 -2.9556 2.6701 0.097
C 1.8190 -4.5215 1.3061 -0.033
H 2.4027 -4.9595 2.1296 0.106
H 2.5043 -4.3232 0.4791 0.043
H 1.0984 -5.2746 0.9573 0.090
C -1.2643 -4.0230 1.0806 -0.038
H -1.1447 -5.0365 1.4895 0.104
H -1.1004 -4.0927 -0.0066 0.076
H -2.3059 -3.7099 1.2326 0.085
C -3.3860 3.7248 -0.2005 -0.084
C -4.1950 3.0192 -1.0072 -0.104
C -3.9362 2.5130 -2.4054 -0.158
C -2.4841 2.3877 -2.9163 -0.176
C -1.7463 1.2264 -2.2514 -0.408
C -1.6551 1.4271 -0.7608 -0.341
C -0.9626 2.7305 -0.3876 -0.203
C -1.8961 3.9689 -0.3662 -0.161
H -4.4557 3.1682 -3.1365 0.140
H -1.9368 3.3214 -2.7513 0.095
H -4.4508 1.5406 -2.4811 0.124
H -1.7233 4.5572 -1.2890 0.117
H -3.8166 4.2309 0.6770 0.119
H -5.2518 2.8497 -0.7202 0.126
H -1.5780 4.6006 0.4818 0.123
H -0.4876 2.6557 0.6104 0.078
H -2.5772 1.2035 -0.2024 0.135
H -0.1298 2.9500 -1.0991 0.106
H -2.4934 2.1848 -4.0039 0.134
H -2.2952 0.2982 -2.4724 0.115
P -0.0015 0.8973 -2.8370 0.923
C 0.7608 2.3818 -3.5276 -0.141
C -0.2214 -0.3171 -4.1516 -0.152
P -0.3557 -0.0152 -0.2339 0.964
C 1.0302 0.3175 -1.5015 -0.458
C -0.9836 -1.5756 -1.0550 -0.224
C 3.0803 -2.2088 -0.7982 -0.254
H 1.4572 2.8306 -2.8014 0.076
H 0.0148 3.1286 -3.8438 0.076
H 1.3415 2.0822 -4.4182 0.083
H -0.0166 0.1884 -5.1103 0.080
H -1.2662 -0.6622 -4.2005 0.074
H 0.4536 -1.1848 -4.0650 0.082
H 2.6443 -2.5073 -1.7638 0.011
H 3.5412 -3.0869 -0.3303 0.003
H 3.9130 -1.5091 -1.0022 0.027
H 1.7355 1.1064 -1.2035 0.064
H 1.5920 -0.5501 -1.9150 0.057
H -0.2400 -2.3860 -0.9353 0.045
H -1.1995 -1.4755 -2.1345 0.037
H -1.9048 -1.8705 -0.5325 0.069
Cl 1.4637 2.8331 2.7276 0.656
C 3.1758 2.4399 2.4343 -1.464
Cl 4.1531 3.9043 2.3275 0.683
Cl 3.8090 1.3977 3.7459 0.685
C 3.2319 1.6353 1.0873 -0.657
O 3.7479 2.1038 0.0890 0.089
O 2.6017 0.4528 1.1371 -0.312
```